Record 1
# C9H18AlFO9

A structure of composition C9H18AlFO9 in a non-equilibrium geometry (ωB97M-V/def2-TZVPD, OMol25).

Output
Relative energy (zero: lowest compared OMol25 entry of this formula, charge and spin), kJ/mol: 0.00
E_HOMO, eV: -16.65
Strongest force on any atom, eV Å⁻¹: 2.60

Geometry as ORCA input:
```
! wB97M-V def2-TZVPD RIJCOSX def2/J DEFGRID3
* xyz 2 1
Al 0.24464 1.78587 -2.96688
F 0.52947 1.20040 -0.26148
C 1.20257 -4.72725 3.70229
O 0.63624 -3.54469 3.09203
C 1.38031 -2.44926 3.10503
O 2.56540 -2.33539 3.24237
O 0.59089 -1.42592 2.75397
C 1.18557 -0.15074 2.41020
H 2.29141 -4.73233 3.63787
H 0.85951 -5.64763 3.23928
H 0.99313 -4.76014 4.77139
H 0.29778 0.44053 2.19852
H 1.89573 -0.18500 1.58324
H 1.62480 0.13332 3.37142
C 0.95712 -3.05620 -4.51593
O 0.73238 -3.25656 -3.13132
C 0.34458 -2.29048 -2.33798
O 0.53144 -1.10493 -2.50544
O -0.06749 -2.82021 -1.20434
C -0.54351 -1.96732 -0.17921
H 1.99520 -3.35127 -4.71385
H 0.91859 -2.03010 -4.87126
H 0.44037 -3.78669 -5.13808
H -1.31144 -1.30725 -0.59104
H 0.29398 -1.31706 0.12301
H -0.95517 -2.44677 0.70320
C -2.35729 6.08825 -2.12485
O -1.90121 5.79127 -0.79881
C -1.41843 4.59601 -0.49599
O -1.18966 3.74228 -1.34368
O -1.40941 4.49152 0.80094
C -1.04943 3.23730 1.37593
H -1.59627 5.71066 -2.80851
H -2.46364 7.15547 -2.28501
H -3.29708 5.60466 -2.39208
H -1.54219 2.42422 0.84055
H -1.43390 3.23877 2.39228
H 0.02502 3.05264 1.32224
*
```

Record 2
# C9H18As3F18O9Tl

A structure of composition C9H18As3F18O9Tl in a non-equilibrium geometry (ωB97M-V/def2-TZVPD, OMol25).

Output
Relative energy (zero: lowest compared OMol25 entry of this formula, charge and spin), kJ/mol: 0.00
E_HOMO, eV: -12.32
Strongest force on any atom, eV Å⁻¹: 2.41

Geometry as ORCA input:
```
! wB97M-V def2-TZVPD RIJCOSX def2/J DEFGRID3
* xyz 0 1
Tl -0.07638 -0.52481 0.26645
As 2.54660 3.33095 0.22351
F 1.22531 4.25982 -0.37628
F 2.86900 2.86222 -1.44091
F 3.84163 2.28622 0.75707
F 2.21473 3.79991 1.83771
F 1.46859 1.92434 0.39569
F 3.67684 4.61346 0.05482
As -2.76679 1.33999 -1.18581
F -4.33497 0.87076 -1.63994
F -2.90307 2.91178 -1.85799
F -1.08883 1.64743 -0.64769
F -2.38080 -0.22804 -0.39337
F -2.12918 0.79294 -2.69423
F -3.26107 1.95431 0.34601
As -2.91906 -3.95220 0.41664
F -3.23191 -3.73408 2.11831
F -1.86630 -5.25991 0.84112
F -2.61609 -4.32384 -1.24282
F -3.83721 -2.52595 0.12789
F -1.45593 -2.91090 0.41659
F -4.30258 -4.98060 0.33103
C -4.34920 0.07059 2.10250
O -3.94057 -0.74083 3.22362
C -2.74090 -1.25541 3.21756
O -1.96398 -1.13173 2.28021
O -2.52117 -2.07296 4.20613
C -3.36580 -2.03825 5.35654
H -5.31516 0.48936 2.36278
H -4.45042 -0.54687 1.21261
H -3.60841 0.85055 1.96113
H -4.42879 -2.04752 5.13666
H -3.06786 -1.22929 6.02045
H -3.20154 -2.98197 5.87548
C 0.08714 3.18570 -3.14648
O 0.94551 2.22361 -3.78124
C 1.32467 1.14029 -3.18922
O 0.96986 0.71343 -2.10217
O 2.13269 0.42358 -3.93656
C 2.69161 1.01263 -5.11783
H -0.61565 3.59828 -3.86329
H 0.67999 4.03933 -2.81292
H -0.34935 2.73865 -2.26896
H 3.39992 0.28761 -5.50707
H 3.23477 1.91505 -4.84056
H 1.94962 1.24346 -5.87765
C 4.20711 -0.05051 -1.52116
O 4.58653 -0.96614 -0.49490
C 3.83642 -1.22225 0.52014
O 2.72892 -0.71961 0.73672
O 4.39748 -2.14395 1.26103
C 3.99941 -2.25974 2.61716
H 3.27763 -0.44131 -1.92722
H 4.99183 -0.03087 -2.26779
H 4.02218 0.95306 -1.16070
H 4.13426 -3.29914 2.93857
H 2.95375 -2.03874 2.79699
H 4.69492 -1.82189 3.33563
*
```

Record 3
# C9H18AuBF4N6O2

A structure of composition C9H18AuBF4N6O2 (ωB97M-V/def2-TZVPD, OMol25).

Output
Relative energy (zero: lowest compared OMol25 entry of this formula, charge and spin), kJ/mol: 42.71
E_HOMO, eV: -8.07
Strongest force on any atom, eV Å⁻¹: 0.44

Geometry as ORCA input:
```
! wB97M-V def2-TZVPD RIJCOSX def2/J DEFGRID3
* xyz 0 1
Au -1.08694 2.12554 -1.37490
N -2.23207 0.34265 -1.04696
C -1.59800 -0.42722 0.05350
C -2.46024 -1.66230 0.35124
C -1.99665 -2.64943 1.42514
C -0.74377 -3.47099 1.09652
N 0.50031 -2.71879 0.95717
C 1.08355 -2.04010 1.93164
N 0.68896 -2.19685 3.21380
N 2.13328 -1.27465 1.66588
C -1.33112 0.51528 1.27062
O -0.88905 -0.03799 2.29502
O -1.53136 1.73451 1.07481
H -3.17378 0.60818 -0.77629
H -2.28636 -0.22414 -1.88587
H -0.62212 -0.72282 -0.32925
H -2.59052 -2.21334 -0.58867
H -3.45380 -1.30834 0.64726
H -2.80319 -3.37395 1.57398
H -1.86812 -2.09826 2.35335
H -0.88124 -3.99114 0.14857
H -0.60552 -4.24762 1.85441
H 0.86779 -2.57584 0.01796
H -0.26059 -2.50327 3.33783
H 0.91295 -1.42374 3.81981
H 2.43964 -1.10679 0.70949
H 2.47757 -0.64529 2.36787
N 0.19695 4.84389 -1.34168
C 1.37539 5.46555 -1.50996
C 2.18337 4.61260 -2.22579
C 1.40156 3.47268 -2.45249
N 0.19481 3.63367 -1.92367
H -0.62024 5.15950 -0.84905
H 1.54680 6.45530 -1.12398
H 3.19689 4.78083 -2.54112
H 1.64747 2.55467 -2.96082
F 1.53562 -1.97085 -1.57408
B 2.05254 -0.67195 -1.87811
F 2.63809 -0.64494 -3.12193
F 2.98401 -0.33907 -0.86357
F 0.97715 0.23485 -1.79769
*
```

Record 4
# C9H18Cl18

A cluster of 9 separate species, C9H18Cl18 in total in a non-equilibrium geometry (ωB97M-V/def2-TZVPD, OMol25).

Output
Relative energy (zero: lowest compared OMol25 entry of this formula, charge and spin), kJ/mol: 126.18
E_HOMO, eV: -10.69
Strongest force on any atom, eV Å⁻¹: 2.06

Geometry as ORCA input:
```
! wB97M-V def2-TZVPD RIJCOSX def2/J DEFGRID3
* xyz 0 1
C 1.56516 -4.33239 2.89239
Cl 1.89469 -3.91800 4.60541
Cl -0.10299 -4.79728 2.64755
H 1.95008 -3.64437 2.13969
H 2.17383 -5.22042 2.72205
C -0.61288 0.00974 0.90385
Cl 0.98567 0.80979 0.72511
Cl -1.82876 0.91518 -0.07159
H -0.64653 -1.02478 0.56219
H -0.93274 -0.05364 1.94393
C -1.68882 3.78012 -1.93284
Cl -0.55071 3.20791 -3.13019
Cl -2.73906 4.96746 -2.57203
H -2.28126 2.93719 -1.57700
H -1.24860 4.07993 -0.98182
C -1.23184 -3.89744 -1.29693
Cl 0.10963 -2.71038 -1.11747
Cl -2.76138 -3.11049 -1.00191
H -1.27196 -4.23132 -2.33376
H -1.16686 -4.76806 -0.64433
C -1.27509 3.17002 3.47701
Cl -1.83176 1.71472 4.24283
Cl 0.24771 3.85186 4.15284
H -1.08001 2.96007 2.42536
H -2.05480 3.90012 3.69404
C 3.35763 4.23402 -1.37900
Cl 4.45562 5.56870 -0.99560
Cl 2.00834 4.07634 -0.15434
H 2.99836 4.26056 -2.40775
H 4.00882 3.36021 -1.35600
C -0.21252 -0.51343 -3.78597
Cl -1.62604 0.01343 -4.79060
Cl 0.61181 -1.83895 -4.66365
H 0.43900 0.34478 -3.62142
H -0.54285 -0.88384 -2.81552
C -4.42100 -2.18719 2.14897
Cl -5.07720 -3.78379 1.82294
Cl -2.81063 -2.56687 2.90130
H -4.24145 -1.61545 1.23848
H -4.94517 -1.53648 2.84891
C 4.51215 -0.20946 -1.00730
Cl 5.00491 -1.87387 -1.45357
Cl 2.99723 0.34811 -1.81459
H 4.52670 -0.24636 0.08198
H 5.33557 0.45400 -1.27165
*
```

The records above yield orbital gap values of 2.6 3.9 8.7 10.9 eV, respectively.